7 unconnected molecules or ions with the total composition C29H51BrCl14F3INO8P2S2 in a non-equilibrium geometry. Source: the Open Molecules 2025 dataset; level of theory: ωB97M-V with the def2-TZVPD basis set.

```
112
Properties=species:S:1:pos:R:3:forces:R:3:lowdin_charge:R:1
C 6.064696 -2.227431 3.176337 -0.084 0.073 -0.263 -0.07
C 5.399035 -1.393731 2.085522 -0.090 -0.177 0.123 -0.29
O 4.697963 -0.303001 2.705841 -0.353 -0.155 -0.285 -0.21
P 4.184812 0.902547 1.762846 0.833 0.066 -0.111 0.49
O 5.287438 1.833854 1.437184 -0.219 -0.082 0.106 -0.28
C 3.402935 0.215657 0.298020 -0.683 0.227 -0.053 -0.22
C 1.892244 -0.098802 0.437361 0.709 -0.332 -0.360 -0.29
C 1.333923 -0.531753 -0.933903 0.085 -0.200 0.450 -0.37
P -0.360869 0.091522 -1.445147 0.364 -0.668 -0.233 0.33
Br -1.174324 -2.154905 -1.581272 -0.079 -0.027 -0.075 0.51
I 0.557912 2.556277 -1.413507 0.180 0.467 0.086 0.59
C 0.028244 0.144720 -3.327887 -0.711 0.265 -0.383 -0.37
C 0.226597 -1.149758 -4.039530 -0.646 0.139 0.125 -0.92
O 1.204926 -1.799852 -4.038670 1.267 -0.628 0.064 0.02
Cl -1.107859 -1.700452 -5.106078 -0.170 0.266 0.037 0.59
O -0.879969 0.174828 0.188326 -0.217 0.161 -0.027 -0.30
C -2.192347 0.453618 0.492249 -0.597 0.158 0.394 -0.47
N -2.978716 -0.763095 0.869502 0.463 0.542 -0.356 0.10
C -2.472105 -1.658930 1.479418 0.054 -0.423 0.291 -0.79
S -1.827698 -2.823849 2.298039 -0.136 -0.056 0.005 0.72
C -2.258613 1.343041 1.774907 -0.305 0.631 -0.237 -0.26
C -1.431288 2.633943 1.727557 0.135 -0.466 0.573 -0.16
C -3.728299 1.598497 2.217125 0.404 -0.424 0.476 -0.22
C -3.944796 2.822222 3.116337 -0.449 -0.093 -0.193 -0.09
C -2.841007 0.964366 -0.861815 0.719 0.287 -0.646 -0.77
Cl -3.315169 2.709791 -0.916307 0.030 -0.158 0.276 0.76
S -4.380186 0.083896 -1.564462 -0.075 -0.195 -0.939 0.73
O -4.705968 0.802201 -2.767722 0.008 0.140 0.351 -0.31
O -4.228825 -1.333891 -1.667964 -0.061 0.124 0.459 -0.32
C -5.897802 0.368189 -0.494487 0.323 -0.089 -0.284 -0.72
F -6.138982 1.647103 -0.283938 -0.033 0.630 0.128 0.13
F -6.900056 -0.122874 -1.206753 -0.461 -0.303 -0.448 0.14
F -5.866315 -0.263427 0.653665 0.167 -0.339 0.637 0.16
O -1.949090 0.745876 -1.857543 -0.377 -0.311 0.354 -0.41
O 3.017448 1.508927 2.646715 0.230 0.102 0.130 -0.20
C 3.206437 2.843678 3.174573 -0.503 0.433 -0.117 -0.29
C 2.723500 3.869205 2.165068 -0.283 -0.204 -0.014 -0.08
H 6.070186 -3.279103 2.880268 0.098 0.068 0.043 0.07
H 7.093694 -1.909795 3.351329 -0.117 0.025 0.147 0.07
H 5.479128 -2.133849 4.093397 0.118 -0.027 -0.050 0.08
H 4.676359 -2.013843 1.542317 0.033 0.117 0.078 0.11
H 6.123761 -1.006880 1.361624 -0.004 -0.029 0.092 0.12
H 3.517910 1.003549 -0.457712 0.078 -0.090 0.093 0.09
H 3.943705 -0.664034 -0.060114 0.075 0.116 0.040 0.09
H 1.392565 0.774455 0.848133 -0.088 -0.152 0.023 0.05
H 1.802851 -0.956303 1.111510 -0.326 0.318 0.234 0.12
H 2.034013 -0.278754 -1.736771 -0.251 0.214 0.031 0.07
H 1.270015 -1.622563 -0.920650 -0.041 0.180 -0.181 0.04
H 0.949364 0.707985 -3.484022 -0.028 -0.095 0.258 0.04
H -0.783495 0.686204 -3.815780 0.096 0.008 0.172 0.07
H -1.816186 0.719843 2.562816 0.124 -0.094 -0.313 0.15
H -1.300295 2.963336 2.764134 -0.009 0.032 -0.156 0.06
H -1.921082 3.441753 1.196137 0.131 -0.073 -0.177 0.01
H -0.425194 2.452713 1.345293 -0.197 0.061 -0.187 0.01
H -4.379914 1.665201 1.354271 -0.075 0.113 -0.030 0.05
H -4.040957 0.713698 2.782277 -0.093 0.056 -0.214 0.11
H -3.135008 2.978936 3.829202 -0.045 0.015 -0.046 0.07
H -4.093536 3.726429 2.519025 0.272 0.015 0.115 0.07
H -4.869648 2.679949 3.687630 0.131 0.043 -0.046 0.07
H 4.235778 3.006563 3.475475 -0.029 -0.230 -0.280 0.03
H 2.580018 2.916509 4.068336 0.143 -0.262 -0.032 0.11
H 1.640700 3.766438 2.055877 0.101 0.000 -0.096 0.03
H 3.175031 3.708207 1.182452 0.100 0.135 0.173 0.07
H 2.914693 4.886585 2.517247 0.125 -0.083 -0.051 0.08
Cl -0.999707 5.793181 5.332845 0.013 -0.011 0.002 0.53
C -0.361029 7.110132 4.312122 0.024 0.086 0.033 -0.66
C -0.962137 7.096692 2.930006 -0.007 0.024 -0.043 -0.65
Cl -0.439320 5.676629 1.996721 -0.010 0.205 -0.031 0.63
H 0.720061 7.003118 4.272152 -0.006 -0.058 -0.006 0.07
H -0.605246 8.046522 4.811363 -0.031 -0.011 -0.001 0.07
H -0.639109 7.982520 2.384726 0.032 -0.004 0.017 0.07
H -2.048729 7.087236 2.972518 0.002 -0.037 0.018 0.07
Cl 4.960263 4.061631 5.593272 0.158 0.213 0.374 0.59
C 6.633668 3.902525 4.998860 -0.008 -0.099 -0.136 -0.64
C 7.538402 4.974830 5.546240 0.060 -0.024 0.027 -0.67
Cl 7.136664 6.592727 4.911309 -0.007 0.010 0.013 0.53
H 6.598472 3.919228 3.911132 -0.023 0.021 0.005 0.07
H 6.991534 2.925128 5.317857 0.001 0.009 0.029 0.08
H 8.565767 4.764869 5.253670 -0.011 0.000 -0.034 0.07
H 7.482545 5.024261 6.630605 -0.038 0.023 -0.003 0.06
Cl 0.100214 -5.044805 3.535308 0.145 -0.193 0.084 0.51
C 0.482835 -4.583226 5.210359 0.066 0.079 -0.009 -0.66
C -0.251518 -5.429381 6.218058 0.030 -0.022 0.063 -0.67
Cl -2.007737 -5.125232 6.202121 -0.005 -0.012 -0.005 0.53
H 0.240413 -3.529096 5.324988 -0.049 -0.010 -0.022 0.07
H 1.556178 -4.712494 5.341399 -0.004 -0.027 0.008 0.07
H 0.103771 -5.192625 7.219741 -0.004 0.028 -0.006 0.07
H -0.097431 -6.488746 6.029679 -0.031 0.000 -0.036 0.06
Cl -3.452240 -5.433917 -9.732495 0.011 -0.002 -0.006 0.52
C -2.854020 -5.454215 -8.048054 0.008 -0.070 0.079 -0.66
C -3.218617 -4.201970 -7.296153 0.005 0.002 0.089 -0.67
Cl -2.350674 -2.771685 -7.910696 -0.081 -0.047 -0.202 0.51
H -1.777626 -5.600969 -8.082634 0.003 0.034 -0.044 0.06
H -3.311217 -6.314115 -7.561622 -0.029 0.014 -0.006 0.07
H -2.941092 -4.317599 -6.248039 0.051 0.010 -0.014 0.07
H -4.282471 -3.987791 -7.354976 0.198 -0.056 -0.034 -0.03
Cl -7.300612 -4.101022 -4.019500 0.015 -0.001 0.032 0.53
C -6.605568 -2.563924 -4.606658 0.018 0.057 0.064 -0.65
C -7.160300 -2.193368 -5.956944 0.050 0.100 0.069 -0.64
Cl -6.611272 -3.327622 -7.221716 -0.277 0.044 -0.134 0.58
H -5.524449 -2.672117 -4.626113 0.001 -0.023 -0.010 0.07
H -6.858640 -1.794180 -3.881846 -0.024 0.018 0.045 0.07
H -6.811856 -1.202267 -6.241308 0.065 -0.024 0.010 0.08
H -8.247061 -2.201097 -5.957283 0.003 -0.063 -0.008 0.07
Cl 5.069654 -4.133273 -6.385874 0.012 -0.020 -0.008 0.52
C 3.453963 -4.100861 -7.145695 -0.061 0.045 -0.090 -0.66
C 2.349499 -4.397432 -6.166882 -0.056 0.088 0.078 -0.66
Cl 2.389705 -6.094513 -5.608292 0.006 -0.010 -0.009 0.52
H 3.462598 -4.815541 -7.964765 0.032 -0.032 0.029 0.06
H 3.314064 -3.100440 -7.551249 0.004 0.018 0.041 0.07
H 1.385550 -4.243598 -6.648836 0.000 0.002 -0.013 0.07
H 2.401574 -3.753542 -5.292738 -0.009 -0.036 0.020 0.05
```
Positions in Å, forces in eV/Å.

DFT total energy in a.u.: -12885.6162
Largest force on an atom in eV Å⁻¹: 1.42
Charge: -1
LUMO in eV: 1.88
Frontier orbital gap in eV: 8.22